ORCA calculation (the ωB97M-V functional and the def2-TZVPD basis) on C18H17N4O4Pt as an isolated structure at a distorted geometry.

## Properties
* total energy: -1335.057710 Eh
* ⟨S²⟩: 2.01
* HOMO-LUMO gap (alpha / beta): 6.08 / 6.06 eV
* charge: +1
* LUMO (alpha / beta): -4.198 / -4.628 eV
* multiplicity: 3

Geometry as XYZ:
```
44
Properties=species:S:1:pos:R:3:forces:R:3
C -1.6448 -1.8504 -2.5608 1.60 1.78 -0.60
C 3.7968 -1.7306 -1.1038 0.71 -1.60 0.19
H -3.0610 -3.0921 3.2927 0.78 1.76 0.43
H -3.7283 -4.0394 1.8982 0.70 0.49 -0.87
C -3.1584 -3.4984 -1.4274 -0.09 -0.87 -0.21
H 4.7546 -0.5586 1.2349 -0.94 0.95 -0.90
H 3.5067 0.7721 1.2245 0.23 -0.07 -0.22
C -1.5925 1.9848 -0.0146 -0.89 0.44 0.07
C 1.9735 -0.6454 -0.2311 -2.73 0.57 0.65
H 3.7853 -1.4858 -2.1465 -0.11 0.37 -0.63
H -1.8294 -2.0422 -4.4695 0.04 0.13 0.39
C 1.1892 4.3995 -0.6047 -0.09 -0.35 0.48
O -1.3990 -0.7157 2.3334 -1.82 -2.30 -0.19
H -1.9868 2.1038 -1.0479 0.21 0.03 0.55
H -3.4250 -3.9320 -2.4237 0.23 0.69 1.13
Pt -0.9389 -0.0092 -0.0478 -3.59 2.84 0.58
H -0.9496 3.2720 2.4498 0.60 0.10 -0.69
N -1.8962 -1.9243 -0.1272 -1.09 -1.41 0.89
N 0.8154 -0.6021 -0.1489 4.64 -1.31 -0.22
O -2.2379 -2.3637 -3.6451 0.26 0.02 0.06
C 4.1210 0.1358 0.5796 0.22 -1.15 1.06
C -0.5915 3.0432 0.2969 -1.00 0.63 0.26
C -2.4088 -2.4573 1.0460 -0.18 -0.54 -2.14
C 0.0037 3.7053 -0.7851 0.43 -0.16 0.11
O -2.6197 -2.1942 3.4279 -0.89 -1.98 -0.03
C -2.2612 -2.4366 -1.3131 0.08 -0.17 0.54
H 4.8615 -1.8565 -0.8249 -0.69 -0.15 -0.02
C -0.3008 3.5447 1.5902 0.06 -1.03 0.27
N 4.2328 4.4868 1.0179 1.18 -0.03 0.22
C -2.1071 -1.7436 2.3059 2.26 2.93 0.31
H 1.2353 4.3947 2.7886 0.43 0.29 0.96
H -0.4849 3.5936 -1.7453 0.42 -0.03 -0.19
H 3.2295 -2.7052 -0.9903 0.76 1.10 0.12
H -2.4485 1.9412 0.7013 0.59 0.10 -0.31
C 0.9078 4.2066 1.8060 -0.94 -0.67 -1.65
C -3.2384 -3.5771 1.0041 -0.89 -0.21 -0.54
H -4.3317 -4.9087 -0.3389 0.15 0.05 0.19
O -0.7386 -1.0104 -2.5960 -2.11 -1.99 0.00
C 1.7204 4.4825 0.6911 -1.50 -0.32 0.36
N 3.2332 -0.6820 -0.2746 2.23 -0.28 -0.04
C -3.6313 -4.0838 -0.2586 0.24 0.39 0.32
C 3.0997 4.5597 0.9000 0.33 0.66 -0.25
H 4.7746 0.7220 -0.0472 0.13 0.28 -0.11
H 1.7693 4.7972 -1.4159 0.03 0.02 -0.35
```
Positions in Å, forces in eV/Å.